1.
Computed, not measured: one molecule with the formula C5H9NO, with the ωB97M-V functional and the def2-TZVPD basis.

## Properties
E_tot, eV: -8867.343
M, g/mol: 99.1
Energy relative to the best compared isomer or geometry (same formula, charge and spin), kJ/mol: 180.4

```
! wB97M-V def2-TZVPD RIJCOSX def2/J DEFGRID3
* xyz 0 1
C -1.38 1.02 -1.89
N -1.12 1.29 -0.69
C -1.53 0.33 0.33
C -0.34 -0.47 0.79
C 0.96 -0.19 0.56
C 2.06 -1.16 0.86
O 1.45 0.93 -0.01
H -1.97 0.14 -2.19
H -1.01 1.67 -2.68
H -2.29 -0.37 -0.08
H -2.01 0.88 1.15
H -0.56 -1.39 1.31
H 1.66 -2.14 1.15
H 2.71 -0.79 1.66
H 2.68 -1.28 -0.03
H 0.69 1.51 -0.23
*
```

Atom charges from the Löwdin analysis, given in e for atoms 1 to 4: -0.0247, -0.0614, -0.2313, -0.0654

---

2.
Computed, not measured: C5H6LuO4 as an isolated structure at a distorted geometry, with the ωB97M-V functional and the def2-TZVPD basis.

## Properties
E_tot, eV: -47084.100
M, g/mol: 305.1

```
! wB97M-V def2-TZVPD RIJCOSX def2/J DEFGRID3
* xyz 1 1
O 0.21 0.49 1.32
O 1.66 1.53 0.05
C 1.79 2.64 -0.79
C 2.83 3.44 -0.65
C 0.49 0.98 0.22
H 0.94 2.82 -1.45
H -0.29 1.22 -0.52
H 2.86 4.37 -1.22
H 3.53 3.34 0.18
Lu -1.12 -1.24 2.34
O -0.94 -3.20 1.36
O -2.79 -2.02 1.15
C -2.05 -3.01 0.65
C -2.25 -3.55 -0.60
H -3.22 -3.43 -1.09
H -1.64 -4.38 -0.94
*
```

Atom charges from the Löwdin analysis, given in e for atoms 1 to 4: -0.0957, 0.0622, -0.1570, 0.0946

---

3.
Computed, not measured: a 2-piece molecular cluster, CH6NPS overall at a distorted geometry, with the ωB97M-V functional and the def2-TZVPD basis.

## Properties
E_tot, eV: -22744.847
M, g/mol: 95.1
Energy relative to the best compared isomer or geometry (same formula, charge and spin), kJ/mol: 379.4

```
! wB97M-V def2-TZVPD RIJCOSX def2/J DEFGRID3
* xyz 0 1
C -0.10 -0.20 1.68
N 1.56 0.17 -2.41
P 0.69 -0.71 -1.21
S 1.10 0.44 0.53
H -1.15 0.15 1.56
H 0.04 0.12 2.73
H -0.34 -1.34 1.66
H 1.44 1.17 -2.33
H 1.22 -0.23 -3.29
H -2.01 0.93 -0.22
*
```

Atom charges from the Löwdin analysis, given in e for atoms 1 to 4: -0.6196, -0.3533, 0.4651, 0.3524